1.
# C30H34BF10O34PPd

A molecular structure, C30H34BF10O34PPd at a distorted geometry (ωB97M-V/def2-TZVPD, the OMol25 dataset).

```
111
Properties=species:S:1:pos:R:3
Pd 1.96 -0.65 -0.65
B 0.15 0.61 -0.26
H 0.32 -0.22 0.41
H 0.89 1.38 -0.09
H 0.17 0.31 -1.29
H -0.82 1.05 -0.10
P 2.90 -2.78 -1.08
O 2.19 -2.58 0.20
O 3.76 -1.49 -1.18
O 1.93 -2.11 -2.10
O 3.46 -3.99 -1.70
C 1.69 2.76 -4.91
C 2.65 3.57 -4.08
O 2.79 2.90 -2.89
C 2.47 1.62 -3.10
O 2.54 0.67 -2.36
O 1.79 1.52 -4.23
F 2.08 4.73 -3.98
H 1.80 2.69 -5.99
H 0.66 3.10 -4.81
H 3.54 3.71 -4.69
C -4.25 1.86 1.33
C -5.13 0.68 1.53
O -6.30 1.28 1.79
C -6.17 2.54 2.15
O -7.12 3.32 2.47
O -4.91 2.81 2.07
F -4.92 0.04 2.64
H -4.14 2.22 0.31
H -3.26 1.92 1.78
H -5.12 -0.02 0.70
C 4.71 -0.82 4.09
C 3.94 0.27 4.74
O 3.24 0.77 3.69
C 3.19 -0.10 2.65
O 2.66 -0.02 1.53
O 3.83 -1.17 3.08
F 4.73 1.29 5.19
H 5.06 -1.58 4.79
H 5.58 -0.38 3.60
H 3.31 -0.17 5.51
C 6.09 3.22 -1.39
C 5.41 4.56 -1.29
O 4.81 4.41 -0.07
C 4.34 3.21 0.10
O 3.68 2.84 1.08
O 4.97 2.46 -0.83
F 4.43 4.63 -2.22
H 7.06 3.15 -0.91
H 6.24 2.92 -2.43
H 5.91 5.52 -1.40
C 3.26 -5.48 1.93
C 1.83 -5.26 2.35
O 1.88 -4.45 3.51
C 3.16 -4.38 4.00
O 3.47 -3.83 5.02
O 3.96 -4.92 3.00
F 1.44 -6.48 2.78
H 3.56 -4.92 1.04
H 3.52 -6.53 1.86
H 1.29 -4.90 1.47
C -1.00 -3.27 -2.23
C -0.89 -2.38 -3.52
O -1.56 -1.22 -2.98
C -2.43 -1.56 -2.03
O -3.36 -0.94 -1.44
O -2.31 -2.88 -1.78
F -1.69 -2.93 -4.43
H -0.31 -3.06 -1.41
H -0.92 -4.29 -2.60
H 0.04 -2.24 -4.06
C -3.32 1.51 -3.73
C -4.75 1.90 -3.81
O -4.87 2.28 -5.17
C -3.67 2.80 -5.51
O -3.34 3.57 -6.48
O -2.79 2.51 -4.53
F -5.27 2.85 -3.03
H -3.28 0.56 -4.25
H -2.87 1.50 -2.74
H -5.40 1.02 -3.85
C -4.12 -4.83 0.40
C -4.37 -3.51 1.14
O -4.79 -3.92 2.43
C -4.83 -5.19 2.44
O -5.18 -5.80 3.45
O -4.46 -5.70 1.34
F -5.42 -2.98 0.56
H -3.16 -5.07 -0.06
H -4.85 -4.87 -0.42
H -3.52 -2.83 1.01
C -0.11 3.75 1.05
C -0.47 3.82 -0.37
O 0.09 5.02 -0.84
C 0.34 5.79 0.21
O 0.53 7.00 0.14
O -0.12 5.16 1.29
F -1.80 3.84 -0.36
H 0.87 3.35 1.31
H -0.82 3.14 1.61
H -0.20 2.97 -1.00
C 0.06 -1.84 2.98
C -1.34 -1.69 2.41
O -1.73 -0.45 2.85
C -0.90 0.13 3.64
O -1.19 1.18 4.21
O 0.20 -0.72 3.75
F -2.22 -2.56 2.98
H 0.75 -1.74 2.14
H 0.05 -2.69 3.66
H -1.41 -1.76 1.32
```

Computed properties:
- charge = -2
- max |F| (eV Å⁻¹) = 6.60
- spin multiplicity = 3
- <S²> = 2.01
- orbital gap (alpha / beta) (eV) = 4.74 / 5.16
- total energy (eV) = -141892.339

Atom charges from the Löwdin analysis, given in e for atoms 1 to 2: 0.93, -0.50

2.
# C30H34ClN3O4

C30H34ClN3O4 in the gas phase at a distorted geometry (ωB97M-V/def2-TZVPD, the OMol25 dataset).

```
72
Properties=species:S:1:pos:R:3
C -2.26 6.29 1.22
O -3.38 5.38 1.17
C -3.14 4.04 1.09
C -4.28 3.21 1.20
C -4.11 1.90 1.63
C -2.83 1.37 1.78
C -2.62 -0.10 2.20
C -3.05 -1.05 1.11
C -3.14 -2.50 1.31
N -1.96 -3.22 1.96
C -2.08 -3.73 3.21
C -1.00 -4.28 3.85
C 0.20 -4.50 3.12
N 1.35 -4.84 3.76
C 2.43 -5.55 3.10
C 1.63 -4.40 5.12
C 0.16 -4.27 1.72
C -0.88 -3.54 1.20
C -3.67 -0.58 -0.15
C -4.99 -1.24 -0.55
O -3.17 0.25 -0.92
C -1.72 2.15 1.48
C -1.85 3.48 1.12
H -2.73 7.27 1.27
H -1.64 6.11 2.11
H -1.63 6.20 0.33
H -5.27 3.63 1.04
H -4.99 1.28 1.81
H -1.54 -0.21 2.36
H -4.04 -2.79 1.89
H -3.24 -2.96 0.31
H -3.06 -3.65 3.67
H -1.07 -4.50 4.92
H 2.06 -6.03 2.19
H 3.26 -4.88 2.84
H 2.82 -6.33 3.77
H 1.40 -3.33 5.25
H 1.04 -4.96 5.86
H 2.69 -4.56 5.33
H 0.99 -4.57 1.08
H -0.93 -3.22 0.15
H -5.52 -1.67 0.31
H -5.65 -0.51 -1.03
H -4.79 -2.02 -1.29
H -0.73 1.69 1.54
H -0.97 4.10 0.92
C -3.95 4.07 4.68
C -4.09 2.71 5.29
O -3.48 1.80 4.33
C -3.87 0.53 4.47
C -3.33 -0.48 3.43
N -2.61 -1.41 4.26
C -1.75 -1.24 5.18
C -1.87 -1.93 6.49
C -0.75 -2.38 7.20
C -0.90 -3.26 8.27
C -2.19 -3.63 8.69
Cl -2.40 -4.78 9.93
C -3.32 -3.06 8.08
C -3.15 -2.20 6.99
O -4.61 0.15 5.36
H -4.22 4.84 5.40
H -2.93 4.26 4.32
H -4.64 4.17 3.83
H -3.55 2.61 6.24
H -5.14 2.43 5.44
H -4.25 -1.01 3.14
H -0.85 -0.59 5.07
H 0.24 -2.03 6.90
H -0.04 -3.69 8.78
H -4.31 -3.30 8.44
H -4.01 -1.74 6.52
```

Computed properties:
- charge = 0
- max |F| (eV Å⁻¹) = 3.19
- orbital gap (eV) = 5.00
- total energy (eV) = -56839.117

Atom charges from the Löwdin analysis, given in e for atoms 1 to 2: -0.07, -0.11

Number 1 is which compound? C30H34BF10O34PPd